The following is a DFT calculation (ωB97M-V with the def2-TZVPD basis set) of a structure of composition C47H25Cl5N11PbS in a non-equilibrium geometry.

Atoms and positions in Å:
Pb (0.477, -0.181, 0.623)
C (-1.308, 6.056, 0.095)
C (-2.512, 5.571, 0.589)
C (-2.855, 4.225, 0.481)
C (-1.939, 3.374, -0.105)
C (-1.933, 1.882, -0.344)
N (-2.025, 1.143, 0.888)
C (-2.627, -0.995, -0.336)
C (-3.532, -2.143, 0.104)
C (-4.876, -2.200, 0.398)
C (-5.379, -3.400, 0.897)
C (-4.557, -4.502, 1.096)
C (-3.205, -4.444, 0.788)
C (-2.706, -3.250, 0.301)
C (-1.347, -2.860, -0.105)
N (-0.299, -3.724, -0.081)
C (0.943, -3.394, -0.138)
N (1.484, -2.122, -0.134)
C (2.814, -2.202, -0.320)
N (3.678, -1.242, -0.608)
C (3.393, 0.029, -0.811)
N (2.232, 0.683, -0.610)
C (2.324, 1.945, -1.164)
N (1.392, 2.821, -1.301)
C (0.091, 2.683, -0.944)
N (-0.620, 1.590, -0.901)
C (-0.703, 3.855, -0.543)
C (-0.379, 5.197, -0.478)
C (3.720, 2.171, -1.581)
C (4.398, 3.293, -2.001)
C (5.770, 3.173, -2.222)
C (6.423, 1.961, -2.049)
C (5.733, 0.824, -1.630)
C (4.385, 0.958, -1.379)
C (3.222, -3.614, -0.316)
C (4.468, -4.200, -0.365)
C (4.524, -5.587, -0.264)
C (3.363, -6.340, -0.154)
C (2.102, -5.743, -0.137)
C (2.049, -4.368, -0.205)
N (-1.320, -1.634, -0.539)
H (-1.085, 7.111, 0.173)
H (-3.200, 6.249, 1.075)
H (-3.807, 3.873, 0.853)
H (-5.534, -1.357, 0.233)
H (-6.429, -3.471, 1.147)
H (-4.978, -5.414, 1.496)
H (-2.553, -5.296, 0.925)
H (0.564, 5.554, -0.869)
H (3.886, 4.236, -2.129)
H (6.336, 4.046, -2.517)
H (7.488, 1.904, -2.229)
H (6.232, -0.124, -1.483)
H (5.351, -3.585, -0.465)
H (5.487, -6.080, -0.251)
H (3.436, -7.415, -0.072)
H (1.206, -6.341, -0.048)
Cl (3.211, -1.861, 2.629)
C (2.778, -0.305, 3.245)
C (1.797, 0.436, 2.603)
C (1.473, 1.663, 3.165)
Cl (0.240, 2.629, 2.426)
C (2.096, 2.162, 4.305)
Cl (1.655, 3.690, 4.956)
C (3.078, 1.392, 4.924)
Cl (3.857, 1.973, 6.337)
C (3.419, 0.149, 4.397)
Cl (4.614, -0.808, 5.171)
C (-2.129, -0.154, 6.235)
N (-2.723, 0.408, 5.041)
C (-3.605, 1.460, 4.997)
C (-3.932, 1.673, 3.717)
N (-3.268, 0.728, 2.939)
C (-2.469, -0.050, 3.792)
S (-1.393, -1.327, 3.549)
C (-3.287, 0.762, 1.491)
C (-4.510, 1.198, 0.781)
C (-4.418, 1.469, -0.521)
C (-3.121, 1.318, -1.274)
C (-2.841, -0.110, -1.510)
N (-2.432, -0.197, 0.878)
H (-2.607, 0.287, 7.105)
H (-1.059, 0.051, 6.259)
H (-2.270, -1.233, 6.241)
H (-3.930, 1.971, 5.885)
H (-4.573, 2.422, 3.289)
H (-5.434, 1.286, 1.336)
H (-5.284, 1.768, -1.096)
H (-3.122, 1.877, -2.207)
H (-2.325, -0.386, -2.419)

Properties
**E_LUMO (alpha / beta)**: -0.1594 / -0.1748 Ha
**Multiplicity**: 1
**Energy**: -5300.08205 a.u.
**HOMO (alpha / beta)**: -9.90 / -9.89 eV
**Energy above the lowest of the compared OMol25 structures with the same formula, charge and spin**: 557.4 kJ/mol
**Charge**: +1

The following is a DFT calculation (ωB97M-V with the def2-TZVPD basis set) of a structure of composition C47H29B3FNO10 in a non-equilibrium geometry.

Atoms and positions in Å:
O (-5.326, 5.075, 4.388)
B (-5.287, 3.706, 4.159)
O (-5.685, 2.822, 5.221)
B (-6.603, 1.897, 4.645)
F (-7.843, 1.769, 5.199)
O (-6.210, 1.184, 3.495)
B (-4.901, 1.723, 3.228)
C (-3.580, 0.804, 3.303)
C (-3.807, -0.615, 3.094)
C (-2.613, -1.489, 3.203)
C (-1.398, -0.735, 3.511)
C (-1.317, 0.708, 3.660)
N (-2.427, 1.482, 3.554)
O (-4.867, 3.113, 2.942)
H (-5.537, 5.562, 3.574)
H (-4.820, -1.039, 2.895)
H (-2.649, -2.589, 3.088)
H (-0.448, -1.315, 3.625)
H (-0.346, 1.207, 3.899)
C (-1.921, -0.071, -5.063)
C (-2.034, 1.183, -5.659)
C (-2.866, 2.145, -5.102)
C (-3.596, 1.852, -3.954)
C (-3.500, 0.587, -3.373)
C (-2.653, -0.368, -3.924)
C (-4.308, 0.243, -2.177)
O (-4.220, -0.859, -1.668)
C (-5.229, 1.262, -1.618)
C (-6.032, 0.936, -0.530)
C (-6.887, 1.885, 0.010)
C (-6.936, 3.168, -0.528)
C (-6.141, 3.497, -1.616)
C (-5.291, 2.542, -2.170)
C (-4.469, 2.894, -3.355)
O (-4.512, 4.012, -3.829)
H (-1.264, -0.818, -5.494)
H (-1.471, 1.411, -6.557)
H (-2.947, 3.121, -5.566)
H (-2.565, -1.347, -3.468)
H (-5.996, -0.060, -0.105)
H (-7.515, 1.626, 0.855)
H (-7.599, 3.911, -0.099)
H (-6.185, 4.495, -2.035)
C (7.044, 0.015, 4.902)
C (7.990, 0.090, 3.882)
C (7.613, 0.501, 2.613)
C (6.285, 0.829, 2.353)
C (5.332, 0.730, 3.369)
C (5.718, 0.334, 4.646)
C (3.903, 1.028, 3.095)
O (3.073, 0.946, 3.980)
C (3.506, 1.419, 1.720)
C (2.163, 1.646, 1.431)
C (1.781, 2.024, 0.153)
C (2.741, 2.187, -0.843)
C (4.080, 1.957, -0.563)
C (4.466, 1.563, 0.716)
C (5.894, 1.285, 0.996)
O (6.733, 1.422, 0.125)
H (7.342, -0.298, 5.896)
H (9.023, -0.172, 4.081)
H (8.353, 0.563, 1.823)
H (4.985, 0.269, 5.441)
H (1.412, 1.524, 2.202)
H (0.735, 2.194, -0.070)
H (2.442, 2.489, -1.839)
H (4.823, 2.080, -1.342)
C (-0.729, -3.624, -3.737)
C (-0.210, -4.805, -4.264)
C (1.067, -5.221, -3.912)
C (1.834, -4.452, -3.041)
C (1.321, -3.258, -2.534)
C (0.036, -2.852, -2.873)
C (2.141, -2.402, -1.643)
O (1.689, -1.364, -1.199)
C (3.520, -2.828, -1.310)
C (4.318, -2.007, -0.521)
C (5.607, -2.402, -0.190)
C (6.099, -3.624, -0.640)
C (5.308, -4.444, -1.433)
C (4.020, -4.045, -1.778)
C (3.192, -4.913, -2.654)
O (3.620, -5.979, -3.052)
H (-1.729, -3.305, -4.005)
H (-0.804, -5.401, -4.948)
H (1.465, -6.142, -4.320)
H (-0.369, -1.931, -2.469)
H (3.939, -1.055, -0.165)
H (6.230, -1.758, 0.421)
H (7.103, -3.936, -0.376)
H (5.697, -5.392, -1.784)

Properties
**E_LUMO**: -0.0405 Ha
**Multiplicity**: 1
**Energy**: -2790.46627 a.u.
**HOMO**: -9.72 eV
**Charge**: 0

- What is the formula in the second record?
  C47H29B3FNO10

- Which value of multiplicity does entry 1 give?
  1